No. 1
8
Properties=species:S:1:pos:R:3 method="wB97M-V/def2-TZVPD" homo_lumo_gap_ev=10.5 smiles="ClCC1N=N1" homo_ev=-10.10 e_lumo_ev=0.41 de_lowest_ev=2.415
Cl 0.9971 -1.7304 -0.6593
C 0.5141 -0.1173 -0.0553
C -0.8937 0.1489 -0.4789
N -1.4444 1.6095 -0.2978
N -1.1910 1.2082 -1.4198
H 0.6170 -0.1376 1.0319
H 1.2053 0.6118 -0.4821
H -1.6291 -0.6304 -0.3625



No. 2
48
Properties=species:S:1:pos:R:3 method="wB97M-V/def2-TZVPD" homo_lumo_gap_ev=8.3 smiles="COc1cc(OC)cc(C(=O)Nc2ccc(NC(=O)c3ccco3)c(C)c2)c1" homo_ev=-7.80 e_lumo_ev=0.52 de_lowest_ev=2.327
C -5.0516 -3.4551 -1.1232
O -5.9206 -2.4629 -0.6343
C -5.4125 -1.2313 -0.3494
C -6.3498 -0.2987 0.1008
C -5.9603 0.9964 0.4025
O -6.7954 1.9719 0.8384
C -8.1644 1.6755 0.9781
C -4.6185 1.3587 0.2589
C -3.6884 0.4272 -0.1601
C -2.2681 0.8735 -0.3081
O -1.9734 1.9749 -0.7179
N -1.3678 -0.0798 0.0784
C 0.0282 -0.0273 0.0688
C 0.7489 1.0397 -0.4559
C 2.1289 1.0114 -0.4401
C 2.8185 -0.0726 0.0944
N 4.2147 -0.1224 0.1210
C 5.1218 0.7821 -0.3453
O 4.8674 1.8366 -0.8920
C 6.5122 0.3457 -0.1181
C 7.6845 0.9784 -0.4409
C 8.7250 0.1310 -0.0028
C 8.1165 -0.9531 0.5531
O 6.7818 -0.8382 0.4909
C 2.1026 -1.1558 0.6278
C 2.8055 -2.3466 1.2162
C 0.7208 -1.1120 0.6041
C -4.0778 -0.8765 -0.4722
H -5.6745 -4.3306 -1.2996
H -4.2760 -3.7073 -0.3923
H -4.5814 -3.1514 -2.0638
H -7.3713 -0.6301 0.1849
H -8.6098 1.3782 0.0236
H -8.6310 2.5970 1.3222
H -8.3309 0.8866 1.7185
H -4.3136 2.3687 0.4775
H -1.7534 -0.9234 0.4796
H 0.2278 1.8857 -0.8695
H 2.6871 1.8374 -0.8468
H 4.6064 -0.9503 0.5471
H 7.7702 1.9270 -0.9282
H 9.7779 0.3033 -0.0889
H 8.5097 -1.8402 1.0099
H 2.0791 -3.0732 1.5711
H 3.4355 -2.8375 0.4733
H 3.4288 -2.0557 2.0627
H 0.1630 -1.9441 1.0140
H -3.3512 -1.5789 -0.8495



No. 3
247
Properties=species:S:1:pos:R:3 method="wB97M-V/def2-TZVPD" homo_lumo_gap_ev=6.1 charge=+1 homo_ev=-8.44 e_lumo_ev=-2.38
C 3.2219 2.5477 0.1755
C 3.0542 2.7520 1.6566
C 2.9536 4.2322 1.9970
N 2.8722 4.3887 3.4732
C 1.8176 3.4679 4.0940
C 2.6174 5.8526 3.8196
C 3.9339 6.5526 3.8359
C 4.7003 5.5566 4.6832
C 4.1914 4.2017 4.2322
H 2.3229 2.9132 -0.3128
H 3.3313 1.5735 -0.2174
H 4.0866 3.1453 -0.2324
H 3.8447 2.2857 2.1695
H 2.1464 2.2576 2.0240
H 2.1059 4.7685 1.4669
H 3.8331 4.7705 1.6730
H 1.6415 3.7742 5.1072
H 2.3477 2.4888 4.1499
H 0.9239 3.4764 3.4402
H 2.1279 5.8462 4.8507
H 1.9135 6.2253 3.0632
H 3.8720 7.5088 4.3875
H 4.3309 6.8254 2.8408
H 4.3578 5.7066 5.7161
H 5.7569 5.6016 4.5612
H 4.0721 3.5054 5.0586
H 4.8063 3.7443 3.4396
C 2.5584 -0.4490 -2.2281
C 1.2179 -0.9886 -2.5333
C 0.5285 -1.5402 -1.3079
N -0.6028 -2.4880 -1.6348
C -1.6005 -1.8268 -2.5158
C -1.3694 -2.8979 -0.3971
C -2.0997 -4.1936 -0.8041
C -1.2074 -4.8316 -1.8374
C -0.0371 -3.8123 -2.1107
H 3.1638 -1.1877 -1.7492
H 2.4996 0.4629 -1.6517
H 3.0586 -0.1790 -3.1591
H 1.2965 -1.7097 -3.3763
H 0.5388 -0.2386 -2.9228
H 0.0017 -0.8400 -0.6939
H 1.2010 -2.1680 -0.7671
H -1.0273 -1.3120 -3.4187
H -2.0709 -1.1021 -1.9230
H -2.4128 -2.5022 -2.9442
H -1.9782 -2.1218 -0.0049
H -0.6670 -3.1304 0.4072
H -3.1018 -4.1031 -1.1761
H -2.1897 -4.8631 0.0752
H -1.7330 -5.0770 -2.7474
H -0.8410 -5.8578 -1.5331
H 0.3233 -3.7569 -3.1208
H 0.9214 -4.0042 -1.5354
C 5.2572 4.8422 -2.9979
C 3.7693 4.6850 -3.2874
C 3.0209 5.8878 -2.6754
N 1.6259 6.1585 -3.1825
C 0.7427 4.9242 -3.1960
C 1.5636 6.5771 -4.6900
C 0.2312 7.2241 -4.8925
C -0.0839 7.8722 -3.4846
C 0.9531 7.3266 -2.4818
H 5.5503 5.7116 -3.5079
H 5.7674 3.9783 -3.4641
H 5.4879 4.9297 -1.9220
H 3.3585 3.7372 -2.8638
H 3.6522 4.6609 -4.3862
H 3.6122 6.7582 -2.9277
H 3.0288 5.9546 -1.5601
H -0.1465 5.2458 -3.6930
H 0.3861 4.6888 -2.1621
H 1.2751 4.0844 -3.7697
H 1.6557 5.6575 -5.3158
H 2.4167 7.2383 -4.9977
H -0.5266 6.5632 -5.2899
H 0.2930 8.0112 -5.6946
H -1.1127 7.6745 -3.1385
H 0.1185 8.9214 -3.6050
H 0.5934 6.9859 -1.5239
H 1.7570 8.0186 -2.3577
C -4.2940 4.6988 3.7096
C -3.2541 3.6114 3.5257
C -3.6466 2.2577 4.0163
N -2.5050 1.4272 4.5681
C -1.6205 1.1159 3.3451
C -2.9639 0.2339 5.3357
C -3.1598 0.7613 6.7211
C -1.9007 1.5721 6.9011
C -1.7326 2.2765 5.6201
H -3.8804 5.5560 4.1760
H -5.1727 4.3711 4.2846
H -4.7185 4.8998 2.6825
H -2.2818 3.8503 3.9660
H -3.0182 3.4187 2.4604
H -4.1283 1.6466 3.2824
H -4.2800 2.2981 4.9469
H -2.1467 0.4200 2.6839
H -0.6336 0.6428 3.7535
H -1.4402 2.0557 2.7949
H -2.1406 -0.4927 5.2843
H -3.7730 -0.1548 4.7206
H -3.3272 0.0469 7.5048
H -4.0694 1.4063 6.8241
H -1.0146 0.9483 7.2681
H -2.0324 2.4458 7.5865
H -0.6938 2.2200 5.2650
H -2.1139 3.2812 5.7041
C 4.4667 -5.4002 -2.9294
N 3.7876 -5.1571 -1.6594
C 4.2398 -4.0748 -0.7845
C 3.5532 -4.0203 0.5336
C 3.0103 -5.1626 1.0610
C 2.9657 -6.3573 0.3079
C 3.1799 -6.2545 -1.0528
C 2.5519 -5.0360 2.4510
C 1.3842 -5.7118 2.8636
C 0.8476 -5.5584 4.0959
N 1.3912 -4.7150 4.9010
C 2.4396 -3.9892 4.5724
C 3.0953 -4.1543 3.3333
C 0.7938 -4.6553 6.2547
H 3.8558 -6.0889 -3.4795
H 5.4615 -5.8066 -2.7273
H 4.4322 -4.4224 -3.4546
H 4.2338 -3.0509 -1.2601
H 3.3449 -3.1150 1.0042
H 2.4547 -7.2205 0.7246
H 3.0274 -7.1043 -1.6628
H 0.9475 -6.3974 2.0912
H -0.0666 -6.0632 4.3821
H 2.8321 -3.2541 5.2686
H 3.7594 -3.3606 3.0345
H -0.1263 -5.3007 6.3228
H 0.5919 -3.6310 6.5265
H 1.5778 -5.0021 6.9812
C -3.5652 3.6399 -0.4176
N -3.8315 2.7914 -1.5797
C -5.0391 2.4523 -1.9373
C -5.2786 1.5776 -2.9871
C -4.2005 1.0413 -3.6946
C -2.9679 1.5034 -3.3758
C -2.7512 2.3586 -2.2923
C -4.4625 0.0091 -4.8477
C -3.4039 -0.3201 -5.7748
C -3.8592 -0.9114 -6.9348
N -5.1691 -1.1587 -7.1401
C -5.9947 -1.4493 -6.0765
C -5.6890 -0.4293 -5.0679
C -5.3997 -2.0980 -8.2961
H -3.3176 2.9919 0.3685
H -4.3686 4.3476 -0.1533
H -2.6913 4.2810 -0.6034
H -5.7680 2.9521 -1.2996
H -6.3038 1.4195 -3.1427
H -2.0482 1.1864 -3.8413
H -1.7880 2.6716 -1.9987
H -2.2726 -0.2263 -5.7749
H -3.1546 -1.2570 -7.6020
H -6.9806 -1.4143 -6.4468
H -6.6844 -0.2303 -4.4916
H -6.4671 -2.3978 -8.5224
H -4.9662 -3.1167 -8.3227
H -4.9638 -1.6084 -9.1746
N -3.4345 0.0051 0.6722
O -3.0802 -0.9867 1.3091
O -3.0506 0.2120 -0.4861
O -4.2228 0.8152 1.2940
N -0.2894 5.5290 1.1208
O -0.3010 6.6021 1.7033
O -0.1992 5.3916 -0.1299
O -0.4626 4.5095 1.8670
C -2.6390 -6.3365 5.4166
O -3.0853 -5.0970 4.8777
O -1.2996 -6.5065 5.4530
C -3.1150 -6.3168 6.9200
F -2.8519 -7.4598 7.5696
F -2.4664 -5.3512 7.6128
F -4.3850 -6.0135 7.0625
C -2.4611 -4.8652 3.6043
C -1.7628 -3.5267 3.5602
H -2.4255 -2.7081 3.7678
H -0.9761 -3.4554 4.2883
H -1.3562 -3.4029 2.5596
H -3.1898 -4.7886 2.8327
H -1.6087 -5.5361 3.2877
H -3.1279 -7.1788 4.9024
C 6.2857 -3.6118 0.3727
O 6.6191 -2.3199 -0.1273
O 5.6636 -4.3443 -0.6232
C 7.7249 -4.2907 0.3784
F 8.4277 -4.0082 -0.6703
F 8.3973 -3.9173 1.4805
F 7.6192 -5.6841 0.4263
C 7.0969 -1.4365 0.8991
C 6.8319 0.0498 0.6905
H 7.1982 0.7414 1.4515
H 7.3725 0.2348 -0.2513
H 5.7838 0.4334 0.4503
H 8.1534 -1.6655 1.0255
H 6.5390 -1.6998 1.8220
H 5.8171 -3.6135 1.4218
C 0.4865 0.5528 -5.5794
O 1.8970 0.0587 -5.4073
O -0.3766 -0.1948 -4.9751
C 0.6308 1.9347 -5.0307
F -0.5541 2.5588 -5.0767
F 0.9940 1.8948 -3.7495
F 1.5899 2.8138 -5.5905
C 2.0774 -1.1497 -6.1451
C 3.4611 -1.6100 -6.0126
H 3.6690 -2.2938 -6.7951
H 4.2537 -0.8581 -6.0635
H 3.6736 -2.0807 -4.9947
H 1.8194 -1.0027 -7.1867
H 1.3809 -1.9358 -5.8019
H 0.3698 0.6951 -6.6705
C 2.6886 -0.1394 3.6119
O 1.5898 0.4845 4.3735
O 3.4082 -0.9443 4.2581
C 1.9774 -0.6742 2.2363
F 1.5975 -1.9799 2.3113
F 0.9146 0.0170 1.7781
F 2.9210 -0.6854 1.1948
C 1.1273 -0.3019 5.4315
C 1.8449 -0.1002 6.7699
H 1.9390 0.9626 7.0580
H 1.2694 -0.6489 7.5438
H 2.8824 -0.5208 6.6402
H 1.2882 -1.3472 5.0890
H 0.0430 -0.1050 5.4266
H 3.2170 0.7187 3.1383
C -6.8988 -3.5128 -5.2932
O -7.4816 -2.8783 -4.2901
O -5.7103 -2.7892 -5.6305
C -6.4802 -4.9623 -5.0433
F -5.8500 -5.5298 -6.0819
F -5.6373 -4.9893 -4.0262
F -7.5406 -5.6787 -4.7438
C -8.8354 -3.2345 -3.8784
C -9.4579 -1.9288 -3.6116
H -10.4190 -1.9670 -3.2353
H -8.7915 -1.2905 -2.9763
H -9.5110 -1.4993 -4.5982
H -8.7963 -3.8748 -2.9676
H -9.3932 -3.7563 -4.6886
H -7.5224 -3.5552 -6.2069



No. 4
7
Properties=species:S:1:pos:R:3 method="wB97M-V/def2-TZVPD" homo_lumo_gap_ev="7.1 / 7.1" homo_ev="-8.50 / -8.50" e_lumo_ev="-1.37 / -1.37" de_lowest_ev=3.133
C -0.0281 -0.8700 -0.1982
C 3.4708 -0.4177 -0.7248
S 1.4755 -1.5477 -0.1736
Cl -1.4290 -1.7311 -0.4435
Cl 3.1663 1.2901 -0.5589
Cl 4.3995 -0.9886 0.5008
H -0.0949 0.1033 -0.0129



| no. | electronic energy (a.u.) |
| --- | --- |
| 1 | -647.63307 |
| 2 | -1297.95994 |
| 3 | -6222.43101 |
| 4 | -1855.42002 |